*A*
The molecule C16H19N3O3, computed with wB97M-V/def2-TZVPD.

The HOMO-LUMO gap is 9.074 eV. Its SMILES is O=c1c2ccccc2ncn1C[C@@]1(O)C[C@@H]2NCCC[C@@H]2O1. Its spin multiplicity is 1.

Atoms and positions in Å:
1 O -2.29 1.27 1.93
2 C -1.06 1.30 2.07
3 C -0.31 2.53 2.38
4 C -0.95 3.75 2.43
5 C -0.20 4.92 2.67
6 C 1.17 4.86 2.88
7 C 1.80 3.63 2.76
8 C 1.05 2.45 2.55
9 N 1.68 1.24 2.38
10 C 1.02 0.14 2.13
11 N -0.38 0.09 1.96
12 C -1.04 -1.17 1.67
13 C -0.92 -1.61 0.19
14 O -1.46 -2.89 0.06
15 C -1.52 -0.64 -0.83
16 C -0.60 -0.79 -2.02
17 N -1.16 -1.83 -2.90
18 C -0.26 -2.30 -3.98
19 C 0.95 -2.92 -3.28
20 C 1.66 -1.93 -2.35
21 C 0.73 -1.20 -1.39
22 O 0.43 -1.93 -0.18
23 H -2.03 3.77 2.21
24 H -0.70 5.88 2.79
25 H 1.77 5.75 3.07
26 H 2.88 3.61 2.81
27 H 1.55 -0.80 2.04
28 H -0.58 -1.96 2.27
29 H -2.07 -1.22 2.02
30 H -0.67 -3.47 0.04
31 H -1.44 0.41 -0.48
32 H -2.57 -0.88 -1.02
33 H -0.54 0.14 -2.63
34 H -1.51 -2.64 -2.37
35 H 0.05 -1.50 -4.65
36 H -0.73 -3.06 -4.61
37 H 0.61 -3.81 -2.75
38 H 1.67 -3.31 -4.04
39 H 2.49 -2.39 -1.78
40 H 2.19 -1.21 -3.01
41 H 1.25 -0.27 -1.04

*B*
The molecule C16H19N3O3, computed with wB97M-V/def2-TZVPD.

The HOMO-LUMO gap is 8.404 eV. Its SMILES is O=C(O)[C@H](Cc1c[nH]c2ccccc12)NC(=O)[C@@H]1CCCN1. Its spin multiplicity is 1.

Atoms and positions in Å:
1 O -0.79 1.97 1.91
2 C -0.75 2.53 0.82
3 O -1.47 3.60 0.55
4 C 0.09 1.95 -0.25
5 C -0.74 1.05 -1.22
6 C -1.42 -0.05 -0.51
7 C -0.87 -1.22 -0.04
8 N -1.91 -2.09 0.29
9 C -3.13 -1.41 0.25
10 C -4.46 -1.76 0.54
11 C -5.47 -0.92 0.15
12 C -5.20 0.34 -0.37
13 C -3.92 0.73 -0.65
14 C -2.88 -0.14 -0.30
15 N 1.16 1.15 0.35
16 C 2.43 1.07 -0.15
17 O 2.66 1.46 -1.28
18 C 3.36 0.33 0.78
19 C 4.67 0.06 -0.04
20 C 4.55 -1.51 -0.35
21 C 3.07 -1.89 -0.01
22 N 2.65 -0.99 1.04
23 H -1.25 3.90 -0.37
24 H 0.66 2.68 -0.82
25 H -1.39 1.69 -1.82
26 H 0.00 0.60 -1.90
27 H 0.18 -1.52 -0.05
28 H -1.76 -2.98 0.73
29 H -4.76 -2.66 1.07
30 H -6.50 -1.19 0.31
31 H -6.06 0.98 -0.58
32 H -3.74 1.72 -1.08
33 H 0.92 0.63 1.19
34 H 3.48 0.78 1.83
35 H 5.56 0.28 0.56
36 H 4.56 0.63 -0.95
37 H 4.84 -1.85 -1.34
38 H 5.28 -1.99 0.33
39 H 2.95 -2.95 0.34
40 H 2.34 -1.70 -0.88
41 H 3.06 -1.33 1.90

*C*
The molecule C16H19N3O3, computed with wB97M-V/def2-TZVPD.

The HOMO-LUMO gap is 9.203 eV. Its SMILES is CCOC(=O)c1[nH]c(C)c(C(=O)NCc2cccnc2)c1C. Its spin multiplicity is 1.

Atoms and positions in Å:
1 C -6.03 1.54 1.71
2 C -5.96 0.51 0.59
3 O -4.67 -0.08 0.50
4 C -3.73 0.61 -0.19
5 O -3.95 1.67 -0.73
6 C -2.47 -0.10 -0.19
7 N -2.32 -1.31 0.46
8 C -1.07 -1.78 0.27
9 C -0.62 -3.06 0.86
10 C -0.37 -0.85 -0.50
11 C 1.03 -1.04 -0.92
12 O 1.55 -2.14 -1.03
13 N 1.71 0.10 -1.19
14 C 3.11 0.09 -1.55
15 C 3.99 0.39 -0.37
16 C 4.10 -0.53 0.67
17 C 4.88 -0.21 1.77
18 C 5.53 1.02 1.78
19 N 5.43 1.90 0.79
20 C 4.68 1.59 -0.25
21 C -1.26 0.21 -0.80
22 C -1.02 1.42 -1.64
23 H -5.75 1.09 2.66
24 H -5.35 2.37 1.50
25 H -7.04 1.94 1.79
26 H -6.20 0.99 -0.37
27 H -6.65 -0.32 0.78
28 H -3.06 -1.75 0.97
29 H 0.33 -3.34 0.41
30 H -1.35 -3.85 0.67
31 H -0.50 -2.97 1.94
32 H 1.30 0.99 -0.93
33 H 3.27 0.82 -2.35
34 H 3.32 -0.91 -1.93
35 H 3.57 -1.47 0.61
36 H 5.00 -0.90 2.59
37 H 6.16 1.31 2.61
38 H 4.63 2.34 -1.03
39 H -0.41 1.17 -2.50
40 H -1.98 1.81 -1.97
41 H -0.53 2.20 -1.06

How far above the most stable structure does each one sit? In kcal/mol: *A* 23.9; *B* 25.4; *C* 0.0.

*A*
The molecule C3H9N2OP, computed with wB97M-V/def2-TZVPD.

The HOMO-LUMO gap is 10.071 eV. Its SMILES is CN(C)C(=O)NP. Its spin multiplicity is 1.

Atoms and positions in Å:
1 C 1.62 -1.12 -0.28
2 N 0.73 0.02 -0.27
3 C 1.42 1.24 -0.01
4 C -0.55 -0.29 -0.06
5 O -0.88 -1.42 0.28
6 N -1.61 0.72 -0.12
7 P -3.29 0.28 0.08
8 H 2.55 -0.85 0.38
9 H 1.17 -1.95 0.33
10 H 1.96 -1.48 -1.33
11 H 2.24 1.36 -0.60
12 H 0.77 2.11 -0.11
13 H 1.68 1.23 0.99
14 H -1.61 1.50 -0.77
15 H -3.12 -0.14 1.46
16 H -3.08 -1.19 0.04

*B*
The molecule C3H9N2OP, computed with wB97M-V/def2-TZVPD.

The HOMO-LUMO gap is 8.562 eV. Its SMILES is CN(N)[P@H](C)=C=O. Its spin multiplicity is 1.

Atoms and positions in Å:
1 C 0.99 1.66 0.84
2 N 0.84 0.43 0.07
3 N 0.61 0.59 -1.35
4 P -0.53 -0.45 0.77
5 C -0.30 -2.00 -0.25
6 C -2.33 -0.11 -0.39
7 O -3.38 -0.47 -0.09
8 H 0.27 2.44 0.63
9 H 0.71 1.53 1.92
10 H 2.06 2.20 0.86
11 H 1.41 0.27 -1.86
12 H 0.15 1.47 -1.75
13 H 0.26 -0.81 2.00
14 H -0.48 -2.84 0.41
15 H 0.66 -2.03 -0.70
16 H -0.95 -1.88 -1.11

How far above the most stable structure does each one sit? In kcal/mol: *A* 0.0; *B* 55.9.